# 1
Density functional theory data (ωB97M-V/def2-TZVPD) for a molecular structure, C25H28N4O2S2 in a non-equilibrium geometry.

Element x y z (Å)
C -5.73 -1.82 -0.01
C -5.18 -1.03 -1.04
C -3.79 -0.33 -1.12
N -3.05 -0.89 -0.04
C -2.32 -2.16 -0.14
N -1.85 -2.22 1.25
N -2.28 -1.22 2.13
C -2.99 -0.32 1.13
C -3.63 0.97 1.62
O -3.45 1.93 0.76
C -2.31 2.54 0.31
C -2.37 3.34 -0.88
C -1.05 3.46 -1.46
C 0.17 3.26 -0.85
C 0.15 2.27 0.07
C -1.11 1.85 0.90
H -0.96 1.04 1.66
C 1.41 1.66 0.81
C 2.78 2.60 0.22
C 2.57 2.77 -1.10
C 1.38 3.63 -1.63
H 1.15 3.80 -2.46
H 1.64 4.76 -1.12
H 3.47 3.22 -1.41
H 2.47 1.93 -1.97
H 3.66 1.96 0.54
H 2.72 3.27 0.79
H 1.43 1.82 1.79
H 1.45 0.64 0.48
H -1.05 4.30 -2.10
H -3.20 3.72 -1.19
H -4.68 0.78 1.76
H -3.07 1.26 2.69
S -2.13 -3.12 -1.40
C -0.84 -4.17 -0.76
H -1.09 -4.28 0.24
H -0.74 -4.90 -1.67
C 0.55 -3.39 -0.43
O 1.31 -3.41 -1.61
N 0.64 -2.66 0.58
C 1.94 -2.13 1.08
C 2.81 -1.72 0.33
C 3.91 -1.08 0.61
C 3.94 -0.71 1.92
C 2.80 -0.77 2.63
C 1.99 -1.63 2.21
H 1.06 -1.87 2.89
H 3.02 -0.61 3.76
H 4.86 0.09 2.16
S 5.29 -0.55 -0.34
C 5.12 -1.32 -2.05
H 5.97 -1.08 -2.67
H 4.38 -0.88 -2.53
H 5.07 -2.53 -1.80
H 3.06 -2.24 -0.79
H 0.00 -2.66 1.33
H -3.49 -0.76 -2.10
H -4.12 0.68 -1.00
H -5.93 -0.64 -1.85
H -6.64 -2.23 0.17
H -5.12 -2.20 0.67

LUMO (eV): 0.509
HOMO (eV): -7.717

Electronic structure analysis, Löwdin charges in units of e: atom 1 (C): 0.07, atom 2 (C): -0.09, atom 3 (C): -0.13, atom 4 (N): -0.06, atom 5 (C): -0.59, atom 6 (N): -0.07, atom 7 (N): 0.08, atom 8 (C): -0.25, atom 9 (C): -0.20, atom 10 (O): -0.11, atom 11 (C): -0.18, atom 12 (C): 0.05, atom 13 (C): -0.02, atom 14 (C): -0.24, atom 15 (C): -0.10, atom 16 (C): 0.11, atom 17 (H): 0.11, atom 18 (C): -0.02, atom 19 (C): -0.13, atom 20 (C): -0.26, atom 21 (C): -0.08, atom 22 (H): -0.02, atom 23 (H): 0.19, atom 24 (H): 0.09, atom 25 (H): 0.18, atom 26 (H): 0.12, atom 27 (H): 0.00, atom 28 (H): 0.05, atom 29 (H): 0.09, atom 30 (H): 0.10, atom 31 (H): 0.05, atom 32 (H): 0.13, atom 33 (H): 0.19, atom 34 (S): 1.01, atom 35 (C): -0.34, atom 36 (H): 0.03, atom 37 (H): 0.13, atom 38 (C): -0.38, atom 39 (O): -0.14, atom 40 (N): 0.18, atom 41 (C): -0.26, atom 42 (C): -0.11, atom 43 (C): -0.59, atom 44 (C): -0.14, atom 45 (C): -0.12, atom 46 (C): -0.15, atom 47 (H): 0.18, atom 48 (H): 0.17, atom 49 (H): 0.16, atom 50 (S): 0.88, atom 51 (C): -0.33, atom 52 (H): 0.03, atom 53 (H): -0.04, atom 54 (H): 0.12, atom 55 (H): 0.18, atom 56 (H): 0.08, atom 57 (H): 0.13, atom 58 (H): 0.11, atom 59 (H): 0.12, atom 60 (H): 0.02, atom 61 (H): -0.01



# 2
Density functional theory data (ωB97M-V/def2-TZVPD) for a molecular structure, C25H28N4PbS in a non-equilibrium geometry.

Element x y z (Å)
Pb 8.63 9.99 11.67
C 5.94 8.37 10.06
C 6.00 7.86 11.47
C 5.29 6.67 11.86
C 5.30 6.28 13.17
C 5.99 6.99 14.16
C 5.99 6.61 15.50
C 6.59 7.41 16.45
C 7.26 8.58 16.06
C 7.34 8.98 14.72
S 8.18 10.42 14.36
C 6.67 8.16 13.72
N 6.70 8.55 12.39
H 5.24 7.73 9.50
H 6.94 8.31 9.61
H 5.49 9.37 10.01
H 4.70 6.10 11.15
H 4.84 5.39 13.46
H 5.43 5.71 15.74
H 6.58 7.13 17.50
H 7.75 9.19 16.80
C 9.59 10.83 6.96
C 8.45 11.61 6.65
C 7.63 12.05 7.67
C 7.99 11.77 8.98
N 9.03 10.99 9.26
C 9.82 10.58 8.29
C 7.28 12.42 10.09
C 6.68 13.65 9.85
C 5.92 14.30 10.83
C 5.80 13.69 12.08
C 6.42 12.47 12.31
C 7.28 11.89 11.38
H 10.35 10.56 6.23
H 8.20 11.86 5.61
H 6.67 12.57 7.45
H 10.69 10.00 8.59
H 6.89 14.15 8.91
H 5.53 15.28 10.54
H 5.16 14.05 12.86
H 6.32 12.02 13.32
C 13.63 10.19 14.13
C 12.76 9.20 13.30
C 12.80 7.80 13.92
C 13.26 9.14 11.82
N 11.39 9.57 13.33
N 11.01 10.84 12.83
H 14.57 9.66 14.38
H 13.13 10.41 15.11
H 13.91 11.15 13.60
H 13.86 7.57 14.16
H 12.35 7.08 13.24
H 12.27 7.84 14.87
H 14.16 8.55 11.80
H 13.48 10.13 11.40
H 12.51 8.66 11.16
H 11.02 9.55 14.30
H 11.50 11.21 12.04
H 10.90 11.54 13.55

LUMO (spin up / spin down) (eV): -9.970 / -9.969
HOMO (spin up / spin down) (eV): -13.876 / -13.881
Charge: +2

Electronic structure analysis, Löwdin charges in units of e: atom 1 (Pb): 1.35, atom 2 (C): -0.02, atom 3 (C): -0.26, atom 4 (C): 0.05, atom 5 (C): 0.05, atom 6 (C): -0.14, atom 7 (C): 0.07, atom 8 (C): 0.01, atom 9 (C): -0.04, atom 10 (C): -0.56, atom 11 (S): 0.84, atom 12 (C): -0.20, atom 13 (N): 0.00, atom 14 (H): 0.10, atom 15 (H): 0.08, atom 16 (H): 0.11, atom 17 (H): 0.13, atom 18 (H): 0.13, atom 19 (H): 0.14, atom 20 (H): 0.13, atom 21 (H): 0.12, atom 22 (C): -0.02, atom 23 (C): 0.00, atom 24 (C): 0.00, atom 25 (C): -0.27, atom 26 (N): -0.01, atom 27 (C): -0.14, atom 28 (C): -0.23, atom 29 (C): -0.02, atom 30 (C): -0.03, atom 31 (C): -0.05, atom 32 (C): -0.14, atom 33 (C): -0.22, atom 34 (H): 0.12, atom 35 (H): 0.13, atom 36 (H): 0.14, atom 37 (H): 0.12, atom 38 (H): 0.13, atom 39 (H): 0.13, atom 40 (H): 0.11, atom 41 (H): 0.07, atom 42 (C): -0.04, atom 43 (C): -0.66, atom 44 (C): -0.03, atom 45 (C): -0.03, atom 46 (N): -0.13, atom 47 (N): -0.06, atom 48 (H): 0.09, atom 49 (H): 0.09, atom 50 (H): 0.10, atom 51 (H): 0.10, atom 52 (H): 0.09, atom 53 (H): 0.08, atom 54 (H): 0.09, atom 55 (H): 0.08, atom 56 (H): 0.08, atom 57 (H): 0.11, atom 58 (H): 0.07, atom 59 (H): 0.08